{
  "formula": "C6H13N",
  "method": "ωB97M-V with the def2-TZVPD basis set",
  "species": ["C", "C", "C", "C", "C", "N", "C", "H", "H", "H", "H", "H", "H", "H", "H", "H", "H", "H", "H", "H"],
  "positions_angstrom": [[0.412, -2.547, 0.088], [1.324, -1.554, -0.661], [0.527, -0.613, -1.537], [-0.237, 0.516, -0.796], [0.291, 0.909, 0.374], [-0.425, 1.567, 1.373], [-1.772, 1.972, 1.090], [1.019, -3.227, 0.672], [-0.241, -3.043, -0.618], [-0.274, -2.024, 0.759], [1.806, -1.015, 0.147], [2.077, -2.142, -1.184], [1.159, -0.131, -2.273], [-0.247, -1.181, -2.061], [-1.283, 0.622, -1.019], [1.359, 0.934, 0.552], [0.132, 2.276, 1.822], [-1.951, 2.393, 0.107], [-2.422, 1.148, 1.367], [-1.987, 2.648, 1.913]],
  "forces_ev_per_a": [[-0.189, 0.783, -0.266], [-0.635, -0.619, 1.123], [-0.634, 1.167, -0.400], [1.239, -2.067, 0.893], [-0.932, 1.578, -0.314], [1.133, -0.024, -0.627], [-0.127, -0.158, 1.898], [-0.094, -0.394, 0.044], [0.056, -0.598, -0.161], [0.191, 0.110, 0.109], [0.566, 0.237, -0.217], [0.045, 0.245, -0.331], [0.265, -0.169, -0.460], [0.230, -0.073, -0.267], [-0.235, 0.097, 0.041], [-0.021, -0.635, 0.141], [-0.053, 0.061, 0.120], [-0.092, 0.093, -0.134], [-0.365, -0.349, -0.824], [-0.350, 0.716, -0.366]],
  "e_above_lowest_ev": 1.166,
  "e_homo_ev": -7.85,
  "e_tot_ha": -291.11591
}



{
  "formula": "C3H12NO2S",
  "method": "ωB97M-V with the def2-TZVPD basis set",
  "species": ["C", "C", "S", "C", "N", "H", "H", "H", "H", "H", "H", "H", "H", "H", "H", "O", "H", "H", "O"],
  "positions_angstrom": [[0.266, 0.663, 0.261], [0.810, 2.085, 0.202], [-0.172, 3.072, -0.942], [0.606, -0.146, -1.009], [0.478, -1.580, -0.878], [-0.823, 0.709, 0.305], [0.596, 0.094, 1.133], [1.863, 2.091, -0.110], [0.795, 2.569, 1.185], [1.652, 0.056, -1.279], [0.024, 0.187, -1.869], [1.115, -1.956, -0.195], [-0.475, -1.891, -0.713], [-2.839, 3.472, -0.320], [-4.163, 2.852, 0.206], [-3.752, 3.278, -0.560], [1.524, -4.473, 1.263], [0.944, -5.854, 1.454], [1.551, -5.228, 1.867]],
  "forces_ev_per_a": [[-0.510, -0.350, -0.673], [0.477, 0.135, 0.038], [0.125, 0.075, 0.136], [0.687, 0.172, 0.230], [-0.392, -0.206, -0.437], [-0.133, 0.017, 0.313], [0.270, 0.248, 0.064], [-0.222, -0.087, -0.042], [-0.295, -0.028, -0.068], [-0.097, 0.001, 0.037], [-0.160, 0.060, 0.083], [-0.096, -0.065, 0.205], [0.319, 0.092, 0.141], [0.030, -0.159, 0.088], [0.303, 0.202, -0.227], [-0.303, -0.095, 0.120], [0.111, -0.138, 0.211], [0.077, -0.060, 0.139], [-0.189, 0.184, -0.359]],
  "e_above_lowest_ev": 0.033,
  "s2": 0.75,
  "e_homo_ev": [-9.48, -9.21],
  "multiplicity": 2,
  "e_tot_ha": -724.86114
}



{
  "formula": "C18H24N4O5PSeTl",
  "method": "ωB97M-V with the def2-TZVPD basis set",
  "species": ["Tl", "O", "N", "N", "O", "C", "C", "C", "C", "C", "C", "H", "H", "H", "H", "H", "Se", "N", "C", "C", "C", "C", "C", "C", "N", "H", "H", "H", "H", "C", "C", "O", "P", "O", "C", "C", "O", "C", "C", "H", "H", "H", "H", "H", "H", "H", "H", "H", "H", "H", "H", "H", "H", "H"],
  "positions_angstrom": [[0.262, 2.123, 1.101], [0.163, 0.333, 2.799], [-0.411, -0.761, 2.552], [-0.975, -0.821, 1.403], [-1.008, 0.172, 0.544], [-1.653, -2.034, 1.053], [-1.472, -3.194, 1.798], [-2.149, -4.342, 1.425], [-2.990, -4.343, 0.319], [-3.147, -3.182, -0.422], [-2.477, -2.021, -0.061], [-0.814, -3.186, 2.653], [-2.012, -5.247, 2.002], [-3.511, -5.247, 0.033], [-3.792, -3.173, -1.290], [-2.569, -1.111, -0.636], [-2.355, 4.730, -1.397], [-2.299, 3.178, -0.547], [-3.513, 2.966, -0.066], [-3.902, 1.809, 0.687], [-5.180, 1.724, 1.122], [-6.147, 2.754, 0.852], [-5.831, 3.859, 0.143], [-4.491, 4.001, -0.345], [-4.061, 5.032, -1.046], [-3.166, 1.039, 0.870], [-5.492, 0.857, 1.690], [-7.154, 2.630, 1.229], [-6.552, 4.637, -0.067], [6.285, -0.343, -1.475], [5.094, -0.226, -2.403], [3.868, -0.250, -1.662], [3.215, 1.181, -1.203], [3.678, 1.327, 0.332], [3.557, 0.259, 1.294], [4.734, 0.344, 2.237], [1.709, 0.614, -0.913], [0.903, 0.140, -2.010], [0.827, -1.370, -1.999], [7.212, -0.394, -2.049], [6.203, -1.243, -0.864], [6.340, 0.521, -0.812], [5.049, -1.066, -3.095], [5.152, 0.694, -2.994], [3.534, -0.699, 0.772], [2.614, 0.375, 1.831], [5.671, 0.194, 1.700], [4.647, -0.421, 3.008], [4.767, 1.320, 2.720], [1.323, 0.510, -2.952], [-0.083, 0.579, -1.873], [1.816, -1.802, -2.138], [0.171, -1.717, -2.800], [0.412, -1.710, -1.051]],
  "forces_ev_per_a": [[-0.023, 0.047, -0.032], [0.139, 0.162, 0.101], [-0.042, -0.107, -0.177], [-0.056, -0.092, 0.027], [-0.040, 0.017, 0.054], [0.022, 0.033, -0.043], [-0.014, 0.003, 0.048], [-0.011, -0.015, -0.006], [0.005, 0.006, -0.006], [0.009, 0.001, 0.006], [0.015, 0.005, -0.020], [-0.010, -0.004, -0.009], [0.000, -0.002, -0.001], [-0.005, -0.001, -0.001], [-0.003, -0.007, -0.002], [-0.021, -0.011, 0.025], [0.098, 0.102, -0.056], [-0.131, -0.105, 0.074], [0.003, 0.048, -0.034], [0.003, 0.013, -0.035], [0.012, -0.003, -0.001], [-0.013, -0.032, 0.024], [-0.002, 0.011, -0.003], [0.037, -0.034, 0.020], [-0.025, -0.011, -0.005], [0.044, -0.014, 0.015], [-0.010, 0.007, -0.002], [0.007, -0.008, 0.001], [0.011, 0.004, -0.009], [-0.005, 0.017, -0.009], [0.045, -0.004, 0.042], [-0.001, -0.043, -0.100], [0.048, -0.023, -0.072], [-0.042, 0.121, -0.012], [0.050, -0.060, 0.047], [0.003, -0.028, 0.014], [-0.098, -0.037, 0.102], [0.100, 0.006, -0.001], [-0.004, 0.067, -0.004], [-0.006, -0.012, -0.002], [0.012, 0.004, -0.014], [0.005, -0.001, 0.008], [0.000, -0.005, 0.005], [-0.011, 0.005, 0.004], [-0.001, 0.007, 0.000], [0.002, -0.002, -0.009], [-0.023, -0.004, 0.012], [0.007, 0.004, 0.003], [-0.008, -0.001, 0.005], [-0.019, -0.007, -0.004], [-0.075, 0.022, -0.007], [0.005, -0.028, 0.025], [-0.002, 0.015, -0.009], [0.018, -0.024, 0.018]],
  "e_homo_ev": -8.11,
  "e_tot_ha": -4210.73967
}



{
  "formula": "C28H34BClN11OPtS4",
  "method": "ωB97M-V with the def2-TZVPD basis set",
  "species": ["Pt", "C", "C", "N", "N", "C", "B", "N", "C", "C", "C", "N", "N", "C", "C", "C", "N", "N", "C", "C", "C", "N", "H", "H", "H", "H", "H", "H", "H", "H", "H", "H", "H", "H", "S", "S", "S", "S", "C", "C", "C", "C", "C", "O", "C", "C", "C", "C", "C", "C", "Cl", "C", "C", "C", "N", "C", "N", "C", "N", "H", "H", "H", "H", "H", "H", "H", "H", "H", "H", "H", "H", "H", "H", "H", "H", "H", "H", "H", "H", "H", "H"],
  "positions_angstrom": [[2.186, -1.646, -0.430], [4.077, -0.073, 2.957], [3.531, 0.088, 1.694], [2.989, -1.075, 1.311], [3.171, -1.983, 2.287], [3.827, -1.395, 3.293], [2.558, -3.417, 2.217], [1.051, -3.242, 1.853], [-0.035, -3.883, 2.302], [-1.119, -3.539, 1.512], [-0.607, -2.666, 0.564], [0.701, -2.494, 0.784], [3.190, -4.201, 1.050], [3.546, -5.492, 0.944], [3.914, -5.739, -0.364], [3.733, -4.526, -1.017], [3.301, -3.602, -0.157], [2.740, -4.090, 3.536], [2.130, -3.763, 4.720], [2.772, -4.429, 5.719], [3.802, -5.145, 5.063], [3.796, -4.918, 3.767], [4.571, 0.671, 3.556], [3.503, 0.957, 1.056], [4.086, -1.939, 4.187], [0.024, -4.546, 3.150], [-2.135, -3.880, 1.610], [-1.109, -2.155, -0.243], [3.522, -6.147, 1.796], [4.251, -6.668, -0.788], [3.915, -4.291, -2.053], [1.294, -3.081, 4.757], [2.563, -4.398, 6.774], [4.545, -5.796, 5.494], [1.025, -2.500, -2.379], [2.183, -2.779, -3.847], [4.684, -1.507, -3.148], [4.317, -0.725, -1.470], [-2.645, 4.337, 2.088], [-2.928, 4.196, 0.582], [-4.429, 3.940, 0.405], [-2.570, 5.538, -0.075], [-2.099, 3.005, -0.006], [-2.099, 1.886, 0.901], [-2.618, 2.446, -1.348], [-2.426, 3.255, -2.641], [-2.842, 2.407, -3.821], [-4.039, 2.631, -4.487], [-4.430, 1.829, -5.552], [-3.622, 0.779, -5.946], [-4.105, -0.241, -7.261], [-2.420, 0.538, -5.299], [-2.040, 1.351, -4.244], [-0.618, 3.389, -0.086], [0.194, 2.271, -0.572], [0.551, 1.177, 0.081], [1.240, 0.390, -0.743], [1.276, 1.090, -1.914], [0.648, 2.230, -1.842], [-3.236, 5.164, 2.482], [-1.596, 4.563, 2.290], [-2.910, 3.442, 2.647], [-4.988, 4.655, 1.007], [-4.730, 2.941, 0.733], [-4.744, 4.070, -0.632], [-3.311, 6.282, 0.220], [-2.570, 5.493, -1.163], [-1.596, 5.903, 0.256], [-3.009, 1.697, 1.157], [-3.681, 2.227, -1.240], [-2.121, 1.479, -1.472], [-1.378, 3.535, -2.760], [-3.036, 4.157, -2.618], [-4.677, 3.453, -4.182], [-5.358, 2.017, -6.075], [-1.792, -0.278, -5.632], [-1.091, 1.177, -3.748], [-0.270, 3.644, 0.912], [-0.449, 4.224, -0.757], [0.300, 0.975, 1.108], [1.771, 0.754, -2.811]],
  "forces_ev_per_a": [[-0.063, -0.461, 0.324], [-0.051, -0.037, 0.002], [0.057, 0.025, 0.028], [0.086, 0.232, -0.202], [-0.025, 0.035, -0.181], [0.123, 0.142, 0.041], [0.167, -0.435, 0.113], [-0.014, 0.093, -0.025], [-0.119, -0.004, -0.043], [0.004, -0.026, 0.023], [0.027, 0.032, 0.011], [-0.245, 0.030, -0.191], [0.078, -0.050, 0.088], [-0.016, -0.040, -0.100], [-0.089, 0.004, -0.077], [0.042, -0.036, 0.035], [-0.169, 0.253, -0.053], [-0.179, 0.152, 0.189], [-0.093, -0.014, -0.161], [0.172, -0.067, 0.133], [-0.055, 0.225, -0.011], [0.001, -0.124, -0.058], [0.030, -0.013, -0.020], [-0.023, -0.028, -0.022], [-0.079, -0.074, -0.029], [0.045, 0.010, -0.005], [0.001, 0.025, 0.021], [0.006, 0.032, 0.021], [0.076, 0.069, 0.062], [0.047, 0.010, 0.040], [-0.007, 0.047, 0.010], [0.006, -0.010, -0.001], [-0.067, -0.039, -0.022], [-0.003, -0.007, -0.024], [-0.227, 0.051, 0.364], [-0.655, -0.333, -0.347], [0.863, 0.326, 0.016], [0.306, 0.280, 0.044], [-0.007, -0.010, -0.066], [0.104, 0.003, 0.252], [0.053, 0.036, -0.049], [-0.026, -0.086, -0.037], [-0.219, -0.061, -0.243], [0.045, 0.072, 0.073], [0.168, 0.181, -0.005], [-0.147, -0.304, 0.070], [0.000, 0.081, 0.041], [0.000, -0.006, -0.055], [-0.090, 0.051, 0.037], [-0.001, 0.002, -0.030], [0.022, 0.028, 0.030], [0.076, -0.061, 0.060], [0.016, -0.003, -0.068], [-0.200, -0.079, 0.093], [0.119, 0.078, 0.007], [-0.099, -0.136, 0.111], [0.201, -0.216, -0.127], [-0.105, 0.033, 0.051], [0.043, 0.052, 0.038], [0.035, 0.020, -0.001], [-0.012, 0.001, 0.029], [-0.029, 0.021, 0.022], [-0.005, -0.004, -0.006], [-0.023, 0.010, 0.001], [-0.015, -0.051, 0.003], [0.031, 0.025, 0.012], [-0.010, 0.024, 0.004], [-0.008, 0.014, -0.012], [-0.018, -0.004, -0.027], [0.028, -0.124, 0.046], [-0.028, -0.013, -0.060], [-0.021, 0.144, -0.002], [0.061, 0.048, -0.053], [-0.005, -0.003, -0.020], [-0.005, -0.006, 0.018], [0.002, 0.016, -0.009], [0.006, -0.012, -0.010], [0.096, 0.023, -0.039], [0.070, -0.052, -0.057], [-0.045, 0.003, -0.022], [-0.013, -0.013, 0.007]],
  "e_above_lowest_ev": 1.246,
  "total_charge": 2,
  "s2": 8.77,
  "e_homo_ev": [-12.49, -12.49],
  "multiplicity": 6,
  "e_tot_ha": -3961.52860
}